Entry 1:
{
  "formula": "C6H12O",
  "method": "ωB97M-V with the def2-TZVPD basis set",
  "e_lumo_ev": 0.78,
  "homo_ev": -9.13,
  "energy_ha": -310.99956,
  "relative_energy_kj_mol": 156.8,
  "symbols": ["C", "C", "C", "C", "C", "C", "H", "H", "H", "H", "H", "H", "H", "H", "H", "H", "O", "H", "H"],
  "coordinates": [[0.75267, -0.67015, -2.28915], [-0.41073, -0.98457, -1.72047], [-1.70571, -1.01105, -2.48595], [-0.50702, -1.42729, -0.30077], [-0.52800, -0.58373, 0.72602], [-0.91475, -1.00864, 2.10520], [0.83482, -0.41145, -3.33733], [1.65622, -0.66627, -1.69279], [-1.53981, -1.16995, -3.54477], [-2.34392, -1.80464, -2.09816], [-2.29374, -0.09885, -2.35623], [-0.72210, -2.48790, -0.14205], [-0.18989, 0.44055, 0.60703], [-0.05416, -1.12145, 2.78028], [-1.51795, -1.91355, 2.12087], [-1.42841, -0.19873, 2.63643], [3.90633, 5.23093, 3.21879], [3.37825, 4.45260, 3.45346], [3.62790, 5.43414, 2.31958]],
  "atomic_forces_ev_per_a": [[-0.189, 0.011, 0.322], [0.645, -0.252, -0.177], [-0.199, -0.130, 0.245], [-0.430, 0.538, -0.289], [0.345, -0.590, 0.259], [0.486, 0.622, 0.924], [-0.057, 0.084, 0.006], [0.067, -0.049, -0.094], [0.006, 0.012, -0.197], [-0.020, -0.174, -0.116], [0.201, 0.109, 0.067], [-0.240, 0.240, -0.019], [-0.320, 0.092, -0.228], [0.123, -0.389, -0.354], [0.040, 0.020, 0.014], [-0.458, -0.144, -0.364], [-0.294, -0.343, -0.012], [0.233, 0.290, -0.019], [0.061, 0.053, 0.030]],
  "nbo_charge": [-0.4019, -0.0087, -0.6383, -0.2273, -0.1672, -0.6479, 0.1936, 0.1983, 0.2166, 0.2132, 0.2219, 0.2008, 0.1992, 0.2162, 0.2151, 0.2163, -0.9345, 0.4673, 0.4672]
}

Entry 2:
{
  "formula": "C6H12O",
  "method": "ωB97M-V with the def2-TZVPD basis set",
  "e_lumo_ev": 0.97,
  "homo_ev": -7.67,
  "energy_ha": -310.88998,
  "relative_energy_kj_mol": 444.5,
  "symbols": ["C", "O", "C", "C", "C", "C", "C", "H", "H", "H", "H", "H", "H", "H", "H", "H", "H", "H", "H"],
  "coordinates": [[-0.21922, -1.97716, -0.72618], [0.81586, -1.06227, -0.80915], [0.74009, 0.08863, -0.04247], [2.04222, 0.84780, -0.54437], [0.42978, 0.54564, 1.36095], [-0.83146, 0.22826, 0.66917], [-2.01245, 0.90609, 0.00918], [0.01054, -2.71641, -1.48578], [-1.21146, -1.54110, -0.91430], [-0.20278, -2.41210, 0.27111], [2.64221, 0.13566, -1.13547], [2.67345, 1.09276, 0.32865], [1.92822, 1.75061, -1.14441], [0.68915, 1.59882, 1.28056], [0.69931, 0.07698, 2.30063], [-1.21208, -0.67395, 1.18677], [-2.93316, 0.33030, 0.19100], [-1.83783, 0.83692, -1.06604], [-2.21040, 1.94453, 0.27014]],
  "atomic_forces_ev_per_a": [[-0.146, -0.618, 0.085], [0.644, -0.678, 0.512], [-0.392, 0.520, 0.137], [-0.441, 0.258, -0.056], [0.372, 0.208, 0.424], [0.348, 0.040, -0.564], [0.056, 0.322, -0.116], [-0.131, -0.308, 0.029], [0.285, -0.006, -0.010], [-0.363, -0.524, 0.009], [-0.568, 0.217, 0.101], [-0.470, 0.061, -0.255], [-0.221, 0.024, 0.012], [0.290, 0.021, 0.529], [-0.124, -0.041, 0.194], [0.671, -0.152, -1.192], [0.294, 0.208, 0.135], [-0.227, 0.312, -0.028], [0.122, 0.134, 0.053]],
  "nbo_charge": [-0.2367, -0.5193, 0.2673, -0.6222, -0.4530, -0.2377, -0.6319, 0.1895, 0.1714, 0.1602, 0.2342, 0.1988, 0.2126, 0.2142, 0.2064, 0.2077, 0.2120, 0.2159, 0.2109]
}

Entry 3:
{
  "formula": "C6H12O",
  "method": "ωB97M-V with the def2-TZVPD basis set",
  "e_lumo_ev": 1.04,
  "homo_ev": -6.97,
  "energy_ha": -310.86863,
  "relative_energy_kj_mol": 500.5,
  "symbols": ["C", "C", "C", "O", "C", "C", "C", "H", "H", "H", "H", "H", "H", "H", "H", "H", "H", "H", "H"],
  "coordinates": [[0.92163, 0.32719, 2.11630], [0.52445, 0.99739, 0.92202], [1.23183, 0.71637, -0.38933], [0.36564, 0.75584, -1.48156], [-0.78501, -0.07584, -1.22971], [-0.42838, -1.55633, -1.34815], [-1.32409, 0.27988, 0.13167], [1.53436, -0.56614, 2.04883], [-0.28846, 0.09724, 1.34975], [0.68979, 0.74384, 3.08850], [0.10854, 1.99622, 1.02981], [1.98389, 1.49943, -0.53650], [1.75876, -0.24757, -0.30991], [-1.47043, 0.19244, -2.04201], [0.12058, -1.74349, -2.27609], [-1.33922, -2.16425, -1.35131], [0.18825, -1.89364, -0.50567], [-1.85919, -0.54500, 0.62479], [-1.93294, 1.18642, 0.15856]],
  "atomic_forces_ev_per_a": [[0.181, -0.044, 0.211], [0.028, 0.102, -0.087], [0.120, -0.036, 0.223], [-0.004, 0.058, -0.098], [-0.201, -0.097, -0.023], [0.039, -0.047, 0.010], [-0.046, 0.011, -0.037], [-0.106, 0.154, -0.013], [-0.167, -0.056, -0.072], [0.032, -0.038, -0.179], [0.043, -0.168, -0.039], [-0.093, -0.105, 0.060], [-0.084, 0.139, 0.000], [0.071, -0.036, 0.098], [-0.080, 0.027, 0.112], [0.118, 0.104, 0.002], [-0.104, 0.047, -0.122], [0.150, 0.093, -0.027], [0.102, -0.108, -0.019]],
  "nbo_charge": [-0.7266, -0.1719, -0.0993, -0.5206, 0.0628, -0.6379, -0.6561, 0.2127, 0.4433, 0.2230, 0.2366, 0.2163, 0.1686, 0.1912, 0.2200, 0.2173, 0.1994, 0.2129, 0.2084]
}

Entry 4:
{
  "formula": "C6H12O",
  "method": "ωB97M-V with the def2-TZVPD basis set",
  "e_lumo_ev": 0.96,
  "homo_ev": -9.96,
  "energy_ha": -311.02614,
  "relative_energy_kj_mol": 87.0,
  "symbols": ["C", "C", "C", "O", "C", "C", "C", "H", "H", "H", "H", "H", "H", "H", "H", "H", "H", "H", "H"],
  "coordinates": [[-1.37253, 0.58718, -1.29222], [0.00271, 0.37819, -0.68601], [1.07114, -0.07153, -1.67495], [0.44321, 1.37100, 0.25023], [0.13605, 0.06873, 0.75023], [-1.07961, -0.00049, 1.65302], [1.30121, -0.75210, 1.26048], [-1.28809, 1.04312, -2.28358], [-1.98852, 1.24066, -0.67171], [-1.89324, -0.37198, -1.40573], [1.23335, -1.15386, -1.64323], [2.01640, 0.42690, -1.44470], [0.79662, 0.19398, -2.70150], [-1.53958, -0.99466, 1.61257], [-0.78493, 0.18949, 2.69135], [-1.82784, 0.74420, 1.37668], [1.60621, -0.39532, 2.25052], [2.16664, -0.70107, 0.59654], [1.00081, -1.80244, 1.36200]],
  "atomic_forces_ev_per_a": [[-0.014, 0.055, 0.005], [-0.084, -0.163, -0.216], [0.020, 0.011, 0.000], [0.052, 0.222, 0.026], [-0.052, -0.247, 0.148], [-0.037, 0.022, -0.006], [0.052, 0.034, -0.030], [-0.015, -0.033, 0.130], [0.104, -0.106, -0.074], [0.107, 0.130, -0.019], [-0.054, 0.105, 0.000], [-0.112, -0.118, -0.002], [0.004, -0.020, 0.188], [0.073, 0.118, 0.001], [-0.014, -0.026, -0.141], [0.110, -0.128, 0.038], [-0.048, -0.030, -0.124], [-0.135, 0.011, 0.097], [0.046, 0.161, -0.021]],
  "nbo_charge": [-0.6347, 0.2226, -0.6435, -0.5064, 0.2083, -0.6299, -0.6299, 0.2129, 0.2238, 0.2155, 0.2157, 0.2314, 0.2137, 0.2128, 0.2152, 0.2220, 0.2167, 0.2207, 0.2132]
}

Entry 5:
{
  "formula": "C6H12O",
  "method": "ωB97M-V with the def2-TZVPD basis set",
  "e_lumo_ev": 0.91,
  "homo_ev": -7.34,
  "energy_ha": -310.91253,
  "relative_energy_kj_mol": 385.3,
  "symbols": ["C", "C", "C", "C", "C", "C", "O", "H", "H", "H", "H", "H", "H", "H", "H", "H", "H", "H", "H"],
  "coordinates": [[1.61806, 1.20866, 0.03555], [0.79672, -0.06427, 0.19956], [1.49735, -1.28705, -0.38118], [-0.54639, 0.11913, -0.45311], [-1.61164, -0.81066, -0.23757], [-1.65566, 0.91615, 0.18703], [-2.46768, 0.48969, 1.29442], [1.05194, 2.07074, 0.40515], [2.56408, 1.14231, 0.58141], [1.85019, 1.38142, -1.02386], [0.61558, -0.22799, 1.27297], [2.46355, -1.45227, 0.10516], [1.67745, -1.14907, -1.45528], [0.89149, -2.19278, -0.26011], [-0.50257, 0.40333, -1.50660], [-2.46326, -0.96576, -0.86788], [-1.52157, -1.53700, 0.59120], [-2.25790, 1.54789, -0.47191], [-1.95994, 0.40129, 2.09494]],
  "atomic_forces_ev_per_a": [[0.087, 0.055, 0.018], [0.118, -0.056, 0.073], [0.104, -0.081, -0.015], [0.505, -0.215, -0.105], [0.226, -0.389, -1.329], [-1.637, -2.501, -0.532], [-0.153, 1.926, 1.683], [0.143, -0.094, -0.043], [-0.096, 0.054, -0.057], [-0.033, -0.030, 0.167], [0.061, -0.041, -0.120], [-0.084, -0.001, -0.074], [-0.013, -0.017, 0.150], [0.086, 0.161, -0.007], [0.232, 0.501, 0.206], [0.267, -0.276, -0.761], [-0.369, 1.021, -0.138], [0.154, -0.359, 0.252], [0.402, 0.342, 0.632]],
  "nbo_charge": [-0.6006, -0.2202, -0.6030, -0.2682, -0.3224, -0.0012, -0.7224, 0.2172, 0.2089, 0.2005, 0.1906, 0.2104, 0.2026, 0.2127, 0.2385, 0.2195, 0.1969, 0.1779, 0.4623]
}

Entry 6:
{
  "formula": "C6H12O",
  "method": "ωB97M-V with the def2-TZVPD basis set",
  "e_lumo_ev": 0.91,
  "homo_ev": -8.49,
  "energy_ha": -310.95764,
  "relative_energy_kj_mol": 266.8,
  "symbols": ["C", "C", "C", "C", "C", "C", "O", "H", "H", "H", "H", "H", "H", "H", "H", "H", "H", "H", "H"],
  "coordinates": [[0.46383, 0.51973, -2.07907], [-0.25220, 0.77094, -0.75742], [0.25220, -0.15523, 0.36184], [1.68115, 0.12330, 0.83073], [-0.75564, -0.17764, 1.54696], [-1.56843, -1.43870, 1.43029], [-2.31860, -1.25596, 0.35225], [0.41912, -0.54582, -2.33746], [1.52303, 0.79056, -2.02685], [0.00118, 1.07675, -2.89948], [-1.32004, 0.56917, -0.88970], [-0.17922, 1.83200, -0.46475], [2.36463, -0.01523, -0.00843], [1.85810, 1.13365, 1.22018], [1.97832, -0.57904, 1.61830], [-1.41517, 0.69344, 1.50588], [-0.25543, -0.11776, 2.51323], [0.29535, -1.17232, -0.09489], [-2.72976, -2.10806, 0.14607]],
  "atomic_forces_ev_per_a": [[0.102, -0.032, -0.096], [-0.057, -0.062, 0.011], [0.053, -0.210, -0.029], [0.196, 0.027, -0.049], [-0.040, 0.067, 0.329], [0.227, 0.360, -0.415], [-0.053, -0.576, 0.120], [-0.033, 0.148, 0.019], [-0.131, 0.043, -0.059], [0.121, -0.014, 0.107], [0.142, 0.052, -0.025], [0.109, -0.298, 0.045], [0.100, -0.001, 0.051], [-0.334, -0.068, -0.072], [-0.093, 0.061, -0.163], [-0.079, 0.101, -0.189], [0.114, -0.255, -0.060], [-0.152, 0.444, 0.359], [-0.191, 0.215, 0.115]],
  "nbo_charge": [-0.6087, -0.3987, -0.2039, -0.6061, -0.5684, 0.2763, -0.6726, 0.2003, 0.2017, 0.2122, 0.2150, 0.1974, 0.2082, 0.2039, 0.2135, 0.2205, 0.2144, 0.1958, 0.4993]
}

Q: Which formula does entry 6 have?
A: C6H12O